# 1
{"formula": "C3H5N3", "method": "ωB97M-V/def2-TZVPD", "lumo_ev": 0.747, "mol_weight_g_mol": 83.1, "relative_energy_kcal_mol": 77.42, "fmax_ev_per_a": 1.408, "energy_ev": -7659.098, "homo_lumo_gap_ha": 0.3492, "e_homo_ha": -0.322, "symbols": ["N", "C", "C", "C", "N", "N", "H", "H", "H", "H", "H"], "coordinates": [[-1.698, -0.100, 0.165], [-0.294, -0.103, 0.058], [0.567, -1.132, 0.118], [2.473, 0.607, -0.247], [1.509, 1.308, -0.172], [0.172, 1.215, -0.157], [-2.122, -1.010, 0.281], [-2.168, 0.396, -0.587], [0.202, -2.145, 0.152], [1.666, -1.036, 0.125], [-0.307, 2.001, 0.264]]}

# 2
{"formula": "C3H5N3", "method": "ωB97M-V/def2-TZVPD", "lumo_ev": 1.059, "smiles": "Cc1nc[nH]n1", "mol_weight_g_mol": 83.1, "relative_energy_kcal_mol": 43.50, "fmax_ev_per_a": 6.084, "energy_ev": -7660.569, "homo_lumo_gap_ha": 0.4007, "e_homo_ha": -0.362, "symbols": ["C", "C", "N", "C", "N", "N", "H", "H", "H", "H", "H"], "coordinates": [[-0.613, 1.526, -0.589], [-0.077, 0.284, -0.179], [-0.256, -0.079, 1.139], [0.391, -1.142, 1.245], [0.773, -1.516, 0.001], [0.404, -0.566, -1.042], [0.135, 1.967, -1.194], [-1.582, 1.486, -1.147], [-0.577, 2.350, 0.264], [0.407, -1.968, 2.073], [0.993, -2.341, -0.572]]}

# 3
{"formula": "C3H5N3", "method": "ωB97M-V/def2-TZVPD", "lumo_ev": 0.614, "mol_weight_g_mol": 83.1, "relative_energy_kcal_mol": 92.37, "fmax_ev_per_a": 1.123, "energy_ev": -7658.450, "homo_lumo_gap_ha": 0.3320, "e_homo_ha": -0.309, "symbols": ["C", "C", "N", "N", "N", "C", "H", "H", "H", "H", "H"], "coordinates": [[1.635, 0.659, 0.470], [0.227, 0.383, 0.158], [-0.900, 0.737, 0.219], [-2.105, 0.944, -0.012], [-1.842, -1.593, -1.045], [-0.697, -1.758, -1.021], [2.153, -0.259, 0.761], [2.113, 1.029, -0.443], [1.748, 1.407, 1.259], [-2.668, 0.482, 0.705], [0.336, -2.030, -1.051]]}

# 4
{"formula": "C3H5N3", "method": "ωB97M-V/def2-TZVPD", "lumo_ev": 0.879, "smiles": "Cc1c[nH]nn1", "mol_weight_g_mol": 83.1, "relative_energy_kcal_mol": 22.53, "fmax_ev_per_a": 0.270, "energy_ev": -7661.478, "homo_lumo_gap_ha": 0.3813, "e_homo_ha": -0.349, "symbols": ["C", "C", "C", "N", "N", "N", "H", "H", "H", "H", "H"], "coordinates": [[-1.709, 0.075, 0.045], [-0.237, -0.178, 0.135], [0.779, 0.560, -0.417], [1.900, -0.097, -0.052], [1.619, -1.176, 0.682], [0.324, -1.230, 0.799], [-2.059, -0.030, -0.987], [-1.947, 1.090, 0.379], [-2.266, -0.630, 0.665], [0.788, 1.459, -1.013], [2.858, 0.133, -0.271]]}

# 5
{"formula": "C3H5N3", "method": "ωB97M-V/def2-TZVPD", "lumo_ev": 0.661, "smiles": "Cn1cnnc1", "mol_weight_g_mol": 83.1, "relative_energy_kcal_mol": 18.49, "fmax_ev_per_a": 0.230, "energy_ev": -7661.654, "homo_lumo_gap_ha": 0.3866, "e_homo_ha": -0.362, "symbols": ["C", "N", "C", "N", "N", "C", "H", "H", "H", "H", "H"], "coordinates": [[1.347, 0.468, 0.222], [-0.006, 0.002, -0.004], [-0.419, -1.256, -0.329], [-1.717, -1.306, -0.447], [-2.196, -0.046, -0.195], [-1.167, 0.714, 0.065], [1.603, 1.260, -0.487], [2.036, -0.366, 0.076], [1.461, 0.844, 1.243], [0.262, -2.086, -0.463], [-1.204, 1.768, 0.306]]}

# 6
{"formula": "C3H5N3", "method": "ωB97M-V/def2-TZVPD", "lumo_ev": [-1.791, -0.947], "mol_weight_g_mol": 83.1, "relative_energy_kcal_mol": 116.89, "fmax_ev_per_a": 1.495, "energy_ev": -7657.387, "homo_lumo_gap_ha": [0.2691, 0.3319], "e_homo_ha": [-0.335, -0.367], "symbols": ["N", "C", "C", "N", "C", "N", "H", "H", "H", "H", "H"], "coordinates": [[2.263, -0.485, 0.135], [0.957, -0.330, 0.235], [0.143, 0.827, -0.355], [-1.261, 0.561, -0.523], [-1.742, -0.475, -0.015], [0.423, -1.203, 1.037], [2.681, 0.428, -0.071], [0.244, 1.705, 0.295], [0.591, 1.063, -1.328], [-2.797, -0.731, -0.101], [-1.112, -1.219, 0.569]]}